Record 1
Here is a structure of composition C20H43N2P3S2Sc at a distorted geometry from the OMol25 dataset. Energies are from ωB97M-V/def2-TZVPD.

Geometry as XYZ:
```
71
Properties=species:S:1:pos:R:3:forces:R:3
Sc 0.734 -1.626 -1.029 -2.9 -4.5 3.4
P 2.803 0.616 0.901 0.5 0.8 1.1
P -0.898 -0.787 0.901 -1.2 0.3 1.1
P -1.694 1.829 -3.890 -0.2 0.2 0.1
H 1.868 -1.181 -3.486 -0.3 -0.2 0.9
C 1.246 -0.614 -2.768 2.7 3.8 -0.4
C 1.892 0.028 -1.652 2.1 3.4 -5.6
H 2.975 -0.137 -1.548 -0.6 -0.2 0.0
C 4.070 -0.263 1.888 -0.2 -0.7 0.0
C 2.031 1.742 2.125 -0.6 -0.2 0.0
C 3.883 1.868 0.091 -0.5 -0.2 -0.8
C -2.517 -1.628 1.044 -0.1 -0.3 -0.3
C -0.391 -0.880 2.664 0.6 -0.1 0.1
C -1.437 0.948 0.707 0.2 0.2 -0.3
C -2.059 3.179 -5.083 0.3 -0.2 -0.5
C -0.646 2.755 -2.697 0.3 0.0 0.0
C -3.280 1.782 -2.963 -0.1 -0.3 0.1
H 0.387 -0.102 -3.237 -0.2 -0.3 0.5
H 1.611 1.071 -1.442 -0.3 -0.7 0.2
H 4.194 -1.276 1.479 0.2 0.3 0.2
H 3.751 -0.315 2.938 0.1 0.0 -0.3
H 5.020 0.282 1.807 -0.3 -0.3 0.2
H 1.135 1.284 2.561 0.3 0.3 0.1
H 1.748 2.668 1.607 0.0 -0.2 0.3
H 2.762 1.965 2.914 -0.2 0.0 -0.2
H 4.143 1.528 -0.917 0.3 0.3 0.0
H 4.805 1.991 0.676 -0.4 0.0 -0.2
H 3.354 2.828 0.019 0.2 -0.3 -0.1
H -3.132 -1.142 1.813 0.2 -0.1 -0.2
H -2.369 -2.681 1.319 -0.1 0.2 0.0
H -3.046 -1.597 0.086 0.1 0.1 0.4
H -0.871 -0.073 3.236 0.1 -0.3 -0.2
H 0.698 -0.790 2.767 -0.2 0.0 0.1
H -0.690 -1.845 3.099 0.0 0.3 -0.2
H -2.123 1.224 1.521 0.2 -0.1 -0.2
H -1.961 1.062 -0.253 0.1 0.0 0.3
H -0.573 1.626 0.720 -0.2 -0.1 0.0
H -3.114 3.468 -5.015 0.3 0.0 -0.1
H -1.849 2.803 -6.092 -0.1 0.4 0.1
H -1.410 4.038 -4.875 -0.2 -0.1 -0.2
H -0.835 3.829 -2.812 0.1 -0.2 0.3
H 0.406 2.545 -2.926 -0.1 0.3 0.1
H -0.857 2.445 -1.667 0.1 0.1 -0.1
H -4.047 2.298 -3.550 0.0 -0.2 0.3
H -3.171 2.262 -1.983 -0.2 0.0 -0.2
H -3.571 0.734 -2.828 -0.2 0.3 0.1
C -1.134 -2.217 -4.189 -0.2 0.6 0.4
C -2.317 -2.054 -3.449 0.2 0.0 0.0
C -2.441 -2.623 -2.188 0.1 0.2 0.5
C -1.367 -3.310 -1.585 0.2 -0.3 -0.4
C -0.170 -3.496 -2.329 -0.6 -0.3 -0.5
C -0.072 -2.944 -3.626 0.0 -0.5 0.6
S -0.937 -1.471 -5.763 0.8 -1.4 -0.7
H -1.241 -0.241 -5.426 -0.6 0.9 0.6
H -3.146 -1.507 -3.897 0.1 -0.2 0.1
H -3.392 -2.536 -1.657 0.3 -0.1 -0.3
H -1.524 -3.849 -0.640 0.0 0.4 -0.4
H 0.629 -4.152 -1.953 -0.4 0.2 -0.2
H 0.824 -3.093 -4.226 -0.1 -0.1 0.2
S 2.518 -3.032 -0.054 0.1 -0.2 0.5
C 1.801 -3.576 1.428 -0.4 -0.5 1.2
N 0.595 -4.172 1.546 0.5 0.6 -1.1
C 0.322 -4.603 2.907 -0.7 -0.6 0.4
C 1.517 -4.075 3.685 0.3 0.0 0.9
N 2.366 -3.512 2.646 0.2 0.5 -1.6
H 0.032 -4.451 0.744 0.5 0.0 0.4
H 0.254 -5.694 2.968 -0.1 0.2 -0.1
H -0.618 -4.175 3.267 0.1 -0.2 -0.1
H 2.042 -4.871 4.225 -0.1 0.2 -0.1
H 1.229 -3.298 4.404 0.1 -0.2 -0.1
H 3.270 -3.077 2.815 -0.3 -0.3 -0.1
```
Forces are in eV/Å.

Summary:
**HOMO-LUMO gap (spin up / spin down)**: 4.0 / 4.0 eV
**Energy above the lowest of the compared OMol25 structures with the same formula, charge and spin**: 87.4 kcal/mol
**LUMO (spin up / spin down)**: -11.8938 / -11.9054 eV
**Total charge**: +3
**E_HOMO (spin up / spin down)**: -0.5830 / -0.5831 Ha

Löwdin charges in e:
1 Sc 0.666
2 P 0.892
3 P 0.797
4 P 0.823
5 H 0.125
6 C -0.163
7 C -0.280
8 H 0.059
9 C -0.242
10 C -0.239
11 C -0.211
12 C -0.239
13 C -0.239
14 C -0.235
15 C -0.258
16 C -0.300
17 C -0.279
18 H 0.058
19 H 0.064
20 H 0.001
21 H 0.061
22 H 0.064
23 H 0.012
24 H 0.060
25 H 0.079
26 H 0.053
27 H 0.074
28 H 0.067
29 H 0.083
30 H 0.052
31 H 0.028
32 H 0.079
33 H 0.019
34 H 0.044
35 H 0.081
36 H 0.032
37 H 0.038
38 H 0.049
39 H 0.041
40 H 0.048
41 H 0.055
42 H 0.026
43 H 0.002
44 H 0.047
45 H 0.036
46 H 0.008
47 C -0.588
48 C -0.046
49 C -0.042
50 C -0.137
51 C -0.199
52 C -0.115
53 S 0.918
54 H -0.211
55 H 0.128
56 H 0.126
57 H 0.108
58 H 0.105
59 H 0.132
60 S 0.736
61 C -0.707
62 N 0.045
63 C -0.107
64 C -0.095
65 N 0.072
66 H 0.136
67 H 0.145
68 H 0.121
69 H 0.146
70 H 0.134
71 H 0.158

***

Record 2
Here is a structure of composition C21H24N5O7S2TeTl from the OMol25 dataset. Energies are from ωB97M-V/def2-TZVPD.

Geometry as XYZ:
```
61
Properties=species:S:1:pos:R:3:forces:R:3
Tl -0.988 0.618 0.718 0.3 0.3 0.0
N -1.406 3.016 -0.479 0.1 0.0 0.0
C -0.179 3.611 -1.016 0.1 0.0 0.0
C 1.049 3.257 -0.139 0.0 0.1 -0.2
O 1.871 4.162 0.074 0.0 -0.2 0.0
O 1.107 2.050 0.231 -0.2 0.0 0.4
H -2.206 3.193 -1.070 0.0 0.0 0.0
H -1.606 3.398 0.443 -0.2 0.1 -0.1
H -0.223 4.699 -1.121 0.0 0.0 0.0
H 0.014 3.176 -2.003 0.0 0.0 0.0
C 4.883 3.275 4.322 0.0 -0.1 -0.1
C 4.065 2.040 4.044 0.0 -0.1 0.0
C 4.275 0.868 4.769 0.0 0.0 0.0
C 3.534 -0.274 4.505 0.0 -0.1 -0.1
C 2.582 -0.244 3.498 0.0 0.0 -0.1
C 2.358 0.912 2.764 -0.1 -0.2 0.0
C 3.100 2.048 3.042 -0.1 0.0 0.0
S 1.656 -1.717 3.125 0.0 -0.2 -0.1
O 2.400 -2.832 3.682 0.1 0.0 0.0
O 0.307 -1.537 3.579 0.0 0.1 0.0
N 1.593 -1.798 1.515 -0.1 0.0 -0.1
C 2.659 -1.966 0.771 -0.2 0.1 0.1
C 4.025 -2.012 1.208 0.1 -0.1 -0.1
C 5.049 -2.035 0.316 -0.1 0.0 0.1
C 4.783 -2.051 -1.067 0.1 -0.1 -0.2
C 3.487 -2.076 -1.468 0.0 0.1 -0.1
N 2.455 -2.056 -0.595 0.4 0.0 0.5
H 5.320 3.244 5.321 0.0 0.0 0.0
H 4.264 4.169 4.235 0.0 0.0 0.0
H 5.699 3.369 3.601 0.0 0.0 0.0
H 5.027 0.848 5.551 0.0 0.0 0.0
H 3.684 -1.195 5.054 0.1 0.0 0.0
H 1.629 0.937 1.960 0.2 0.1 0.1
H 2.911 2.941 2.456 0.0 0.0 -0.1
H 4.201 -2.013 2.270 0.0 0.0 0.1
H 6.074 -2.028 0.667 0.0 0.0 0.0
H 5.577 -2.046 -1.800 0.0 0.0 0.0
H 3.191 -2.075 -2.507 0.0 0.0 0.0
O -5.166 -1.655 0.337 0.0 0.0 0.0
C -4.114 -1.014 -0.190 0.1 0.0 -0.1
O -4.021 0.185 -0.189 -0.1 -0.1 -0.1
C -3.066 -1.948 -0.814 -0.1 0.0 -0.1
N -3.593 -3.328 -0.868 0.0 0.1 0.1
C -4.076 -3.580 -2.245 0.0 0.0 -0.1
C -3.951 -2.243 -2.992 0.1 0.0 0.1
C -2.798 -1.551 -2.263 -0.2 0.0 0.0
H -2.161 -1.893 -0.206 0.0 0.0 0.0
H -4.962 -2.606 0.181 0.0 0.0 0.0
H -2.861 -3.976 -0.615 0.0 0.0 0.0
H -5.108 -3.940 -2.217 0.0 0.0 -0.1
H -3.468 -4.344 -2.737 0.0 0.0 0.1
H -4.869 -1.658 -2.885 0.0 0.0 0.0
H -3.759 -2.395 -4.054 0.0 0.1 0.0
H -2.780 -0.470 -2.380 0.1 0.0 -0.1
H -1.836 -1.950 -2.578 0.0 0.0 0.0
Te 0.771 -0.299 -2.329 0.0 0.2 -0.4
O 0.314 -2.886 -0.905 0.2 0.1 0.1
C 1.057 -1.973 -1.160 -0.4 -0.4 -0.2
S -1.362 2.939 2.787 0.4 0.1 -0.2
C -2.312 2.630 4.109 -0.5 0.0 0.5
N -2.981 2.470 5.049 0.1 0.0 -0.1
```
Forces are in eV/Å.

Summary:
**HOMO-LUMO gap**: 5.9 eV
**Energy above the lowest of the compared OMol25 structures with the same formula, charge and spin**: 0.0 kcal/mol
**LUMO**: 3.9156 eV
**Total charge**: -2
**E_HOMO**: -0.0745 Ha

natural (NBO) charges in e:
1 Tl 0.717
2 N -0.893
3 C -0.333
4 C 0.775
5 O -0.740
6 O -0.843
7 H 0.361
8 H 0.394
9 H 0.173
10 H 0.191
11 C -0.627
12 C -0.008
13 C -0.234
14 C -0.232
15 C -0.273
16 C -0.180
17 C -0.200
18 S 2.308
19 O -0.998
20 O -0.928
21 N -0.852
22 C 0.470
23 C -0.294
24 C -0.137
25 C -0.339
26 C 0.101
27 N -0.445
28 H 0.196
29 H 0.224
30 H 0.210
31 H 0.189
32 H 0.228
33 H 0.271
34 H 0.251
35 H 0.247
36 H 0.205
37 H 0.212
38 H 0.234
39 O -0.689
40 C 0.777
41 O -0.583
42 C -0.189
43 N -0.666
44 C -0.225
45 C -0.425
46 C -0.414
47 H 0.265
48 H 0.503
49 H 0.389
50 H 0.179
51 H 0.183
52 H 0.198
53 H 0.210
54 H 0.246
55 H 0.242
56 Te -0.316
57 O -0.610
58 C 0.428
59 S -0.453
60 C 0.084
61 N -0.535